# C31H65AsN8PTi

C31H65AsN8PTi as an isolated structure (wB97M-V/def2-TZVPD, OMol25).

Each line ends with the Löwdin charge.
Cartesian coordinates (Å):
Ti -0.85 -0.26 0.50  0.64
N 0.82 -1.86 0.00  -0.04
C 0.70 -3.21 -0.59  -0.20
C 0.27 -3.13 -2.05  -0.16
N -0.83 -2.21 -2.27  -0.18
C -0.65 -1.21 -3.31  -0.19
C -1.24 0.13 -2.89  -0.22
N -0.63 0.58 -1.64  -0.04
C -2.15 -2.80 -2.25  -0.17
C -2.70 -2.99 -0.85  -0.21
N -2.65 -1.72 -0.10  -0.02
H 1.33 -1.92 0.87  0.08
H 1.40 -1.29 -0.61  0.01
H 1.65 -3.75 -0.55  0.12
H -0.01 -3.79 -0.01  0.09
H 1.13 -2.79 -2.64  0.10
H 0.03 -4.14 -2.40  0.13
H 0.42 -1.07 -3.47  0.07
H -1.08 -1.51 -4.27  0.13
H -1.08 0.84 -3.71  0.12
H -2.32 0.04 -2.75  0.09
H 0.38 0.68 -1.77  0.00
H -0.96 1.51 -1.40  0.06
H -2.83 -2.13 -2.79  0.12
H -2.19 -3.76 -2.78  0.13
H -3.72 -3.38 -0.92  0.12
H -2.11 -3.73 -0.32  0.09
H -3.14 -1.81 0.79  0.07
H -3.17 -1.01 -0.60  0.06
C -3.13 4.85 2.33  -0.07
C -2.32 3.76 1.62  -0.59
C -1.99 4.25 0.20  -0.08
C -0.97 3.57 2.33  -0.09
P -3.17 2.07 1.47  0.92
N -2.14 0.98 1.01  -0.32
C -4.56 2.18 0.18  -0.58
C -3.94 2.05 -1.22  -0.09
C -5.47 0.96 0.35  -0.09
C -5.43 3.44 0.24  -0.07
C -3.94 1.60 3.13  -0.58
C -2.91 1.87 4.24  -0.08
C -4.20 0.09 3.13  -0.09
C -5.23 2.34 3.50  -0.07
H -2.55 5.77 2.29  0.10
H -3.29 4.62 3.38  0.06
H -4.09 5.04 1.87  0.07
H -1.35 5.13 0.29  0.09
H -2.87 4.55 -0.36  0.06
H -1.44 3.49 -0.36  0.07
H -0.35 4.45 2.12  0.09
H -0.45 2.69 1.96  0.03
H -1.07 3.50 3.41  0.07
H -3.21 1.24 -1.23  0.03
H -3.45 2.96 -1.55  0.07
H -4.73 1.83 -1.94  0.09
H -6.11 1.02 1.22  0.06
H -6.13 0.89 -0.52  0.09
H -4.90 0.03 0.41  0.06
H -4.88 4.34 -0.04  0.07
H -5.88 3.60 1.21  0.07
H -6.24 3.33 -0.49  0.10
H -1.93 1.47 3.99  0.05
H -3.26 1.38 5.16  0.09
H -2.81 2.93 4.46  0.07
H -3.36 -0.45 2.71  0.04
H -5.11 -0.18 2.58  0.06
H -4.34 -0.25 4.16  0.09
H -5.11 3.42 3.49  0.07
H -5.52 2.05 4.51  0.10
H -6.06 2.08 2.84  0.06
N -2.09 -5.96 3.60  0.18
C -1.78 -4.86 3.66  -0.17
C -1.38 -3.48 3.70  -0.19
C -1.11 -2.82 4.89  0.01
C -0.72 -1.50 4.82  -0.02
C -0.62 -0.88 3.59  -0.12
N -0.91 -1.50 2.43  -0.01
C -1.28 -2.78 2.50  -0.08
H -1.18 -3.35 5.83  0.13
H -0.49 -0.94 5.72  0.12
H -0.29 0.14 3.49  0.09
H -1.51 -3.27 1.57  0.09
N 1.89 1.17 1.49  0.04
C 0.85 0.67 1.11  -0.26
H 2.23 0.99 2.44  0.06
C 3.84 2.59 -1.11  -0.19
C 4.33 1.16 -1.35  -0.45
As 3.02 0.14 -2.40  1.21
C 3.21 1.09 -4.11  -0.44
C 2.55 0.34 -5.26  -0.17
C 4.05 -1.49 -2.80  -0.45
C 5.42 -1.29 -3.46  -0.16
H 4.55 3.14 -0.48  0.07
H 2.88 2.60 -0.60  0.04
H 3.75 3.14 -2.05  0.06
H 4.47 0.64 -0.40  0.06
H 5.28 1.16 -1.88  0.06
H 4.27 1.26 -4.30  0.07
H 2.75 2.07 -3.98  0.06
H 2.99 -0.64 -5.41  0.06
H 2.66 0.89 -6.20  0.07
H 1.48 0.21 -5.09  0.05
H 3.42 -2.11 -3.43  0.04
H 4.16 -2.02 -1.85  0.06
H 5.33 -0.78 -4.41  0.06
H 5.90 -2.25 -3.64  0.07
H 6.08 -0.71 -2.82  0.06

Properties
* relative energy (zero: lowest compared OMol25 entry of this formula, charge and spin): 0.0 kJ/mol
* net charge: +1
* DFT total energy: -5084.68575 a.u.
* multiplicity: 1



# C4H13NO2

A 2-piece molecular cluster, C4H13NO2 overall at a distorted geometry (wB97M-V/def2-TZVPD, OMol25).

Each line ends with the Löwdin spin population.
Cartesian coordinates (Å):
C -3.14 -0.36 1.27  0.01
C -2.07 -1.34 0.79  0.08
N -1.13 -0.77 -0.18  0.68
C -0.35 0.41 0.09  0.08
C 0.27 0.97 -1.22  0.02
O 1.59 1.36 -1.03  0.01
H -3.76 -0.03 0.44  0.00
H -2.68 0.51 1.74  0.00
H -3.78 -0.87 1.99  0.00
H -2.54 -2.18 0.27  0.01
H -1.47 -1.77 1.61  0.05
H -0.54 -1.54 -0.50  0.01
H 0.39 0.23 0.89  0.05
H -1.04 1.18 0.43  0.01
H 0.21 0.19 -1.98  0.00
H -0.26 1.83 -1.59  0.00
H 2.35 0.83 -1.29  0.00
H 4.11 -0.79 0.77  0.00
H 3.34 0.39 0.29  0.00
O 4.10 -0.16 0.05  0.00

Properties
* relative energy (zero: lowest compared OMol25 entry of this formula, charge and spin): 156.5 kJ/mol
* net charge: +1
* DFT total energy: -365.08739 a.u.
* ⟨S²⟩: 0.754
* multiplicity: 2



# H14O7

H14O7 as an isolated structure at a distorted geometry (wB97M-V/def2-TZVPD, OMol25).

Each line ends with the Löwdin charge.
Cartesian coordinates (Å):
O 1.55 1.67 0.78  -0.07
H 1.40 2.37 1.42  0.04
H 0.70 1.55 0.36  -0.02
O -1.54 0.68 -1.55  -0.04
H -1.11 0.03 -0.99  -0.01
H -0.84 1.03 -2.10  0.06
O -1.23 0.94 0.80  -0.10
H -0.97 1.70 0.28  0.10
H -2.19 0.97 0.78  0.13
O 0.44 -1.43 -1.30  0.20
H -0.49 -1.55 -1.47  0.16
H 0.77 -1.01 -2.10  0.18
O 0.12 0.80 2.32  -0.08
H -0.10 1.28 3.12  0.06
H -0.10 1.40 1.61  -0.03
O 0.96 -3.37 -0.36  -0.05
H 0.84 -2.45 -0.60  -0.11
H 1.58 -3.71 -1.01  0.03
O 0.31 0.01 -0.05  -0.13
H 0.31 -0.82 -0.53  -0.30
H -0.40 -0.09 0.59  -0.01

Properties
* relative energy (zero: lowest compared OMol25 entry of this formula, charge and spin): 1224.0 kJ/mol
* net charge: 0
* DFT total energy: -534.65763 a.u.
* multiplicity: 1



# C30H28Cl5F3InNO7P2SSb

C30H28Cl5F3InNO7P2SSb as an isolated structure (wB97M-V/def2-TZVPD, OMol25).

Each line ends with the Löwdin charge.
Cartesian coordinates (Å):
In 1.03 1.07 -0.52  0.58
N -1.88 5.14 -0.05  0.18
C -1.85 3.64 -0.34  -0.45
C -3.27 3.18 -0.68  -0.07
P -0.82 3.44 -1.86  0.32
O 0.43 4.38 -1.42  -0.16
O -1.54 4.01 -3.01  -0.25
O -0.35 2.00 -1.89  -0.39
P -1.23 2.91 1.28  0.36
O -2.51 2.15 1.88  -0.12
O -0.89 4.10 2.11  -0.29
O -0.23 1.82 1.01  -0.36
H -2.78 5.55 -0.26  0.17
H -1.16 5.62 -0.61  0.14
H -1.62 5.24 0.96  0.12
H -3.60 3.64 -1.61  0.09
H -3.96 3.41 0.13  0.09
H -3.28 2.10 -0.82  0.08
H 0.85 4.81 -2.18  0.11
H -2.83 2.57 2.68  0.10
F -5.96 -0.80 -4.11  0.08
C -4.82 -0.86 -3.40  -0.27
C -3.85 0.10 -3.60  0.01
C -2.68 0.03 -2.86  -0.11
C -2.50 -1.00 -1.94  -0.36
C -3.49 -1.96 -1.76  -0.11
C -4.67 -1.90 -2.49  0.01
Sb -0.72 -1.18 -0.83  1.64
C 0.07 -3.03 -1.46  -0.36
C -0.42 -4.23 -0.97  -0.11
C 0.08 -5.44 -1.42  0.01
C 1.08 -5.42 -2.38  -0.27
F 1.58 -6.58 -2.82  0.08
C 1.59 -4.24 -2.89  0.01
C 1.08 -3.04 -2.42  -0.12
C -1.44 -1.68 1.08  -0.36
C -2.68 -1.24 1.53  -0.11
C -3.11 -1.54 2.81  0.01
C -2.29 -2.29 3.63  -0.27
F -2.71 -2.58 4.87  0.08
C -1.05 -2.75 3.22  0.00
C -0.63 -2.43 1.93  -0.14
H -4.02 0.88 -4.33  0.13
H -1.92 0.77 -3.01  0.08
H -3.37 -2.77 -1.05  0.10
H -5.45 -2.63 -2.38  0.13
H -1.20 -4.24 -0.21  0.10
H -0.28 -6.39 -1.05  0.13
H 2.37 -4.27 -3.64  0.13
H 1.47 -2.11 -2.82  0.06
H -3.32 -0.65 0.88  0.10
H -4.08 -1.21 3.18  0.13
H -0.45 -3.35 3.89  0.12
H 0.34 -2.79 1.60  0.09
Cl 3.17 0.12 -2.64  0.72
C 3.74 1.52 -1.78  -0.68
C 2.91 2.05 -0.81  -0.30
C 3.38 3.14 -0.10  -0.70
Cl 2.38 3.79 1.16  0.75
C 4.63 3.71 -0.35  -0.70
Cl 5.18 5.06 0.54  0.72
C 5.44 3.15 -1.34  -0.69
Cl 6.98 3.83 -1.67  0.72
C 5.00 2.04 -2.07  -0.70
Cl 5.99 1.34 -3.28  0.72
O 1.86 -0.45 0.91  -0.64
S 2.87 0.02 1.97  1.02
C 2.01 -0.26 3.54  -0.27
C 2.65 -1.48 4.21  -0.21
C 3.18 -2.37 3.09  -0.22
C 3.94 -1.42 2.18  -0.29
H 0.98 -0.45 3.22  0.09
H 2.03 0.65 4.13  0.10
H 1.92 -1.99 4.85  0.12
H 3.47 -1.16 4.85  0.12
H 2.36 -2.83 2.54  0.10
H 3.83 -3.16 3.46  0.12
H 4.17 -1.79 1.18  0.11
H 4.86 -1.05 2.64  0.11

Properties
* relative energy (zero: lowest compared OMol25 entry of this formula, charge and spin): 21.3 kJ/mol
* net charge: +1
* DFT total energy: -5853.32949 a.u.
* multiplicity: 1



# C3H10N2O

A 2-piece molecular cluster, C3H10N2O overall at a distorted geometry (wB97M-V/def2-TZVPD, OMol25).

Each line ends with the Löwdin charge.
Cartesian coordinates (Å):
C -1.58 -2.17 0.40  -0.04
C -0.38 -1.62 1.11  -0.33
O 0.55 -2.28 1.49  0.05
H -1.93 -1.43 -0.32  0.07
H -1.30 -3.05 -0.19  0.08
H -2.38 -2.38 1.12  0.09
H -0.34 -0.52 1.27  0.10
N 1.64 0.62 -0.44  0.02
C 0.85 1.80 -0.21  -0.39
N 0.19 2.24 -1.44  -0.01
H 1.20 -0.25 -0.17  0.03
H 2.55 0.70 -0.02  0.07
H 1.44 2.62 0.21  0.10
H 0.08 1.63 0.57  0.09
H -0.73 2.63 -1.29  0.05
H 0.13 1.46 -2.08  0.05

Properties
* relative energy (zero: lowest compared OMol25 entry of this formula, charge and spin): 146.4 kJ/mol
* net charge: 0
* DFT total energy: -305.01887 a.u.
* SMILES: CC=O.NCN
* multiplicity: 1



# C6H7BrNO2

An isolated ion of composition C6H7BrNO2 and charge +1 at a distorted geometry (wB97M-V/def2-TZVPD, OMol25).

Each line ends with the Löwdin charge.
Cartesian coordinates (Å):
O -1.15 1.24 0.49  0.07
C -0.38 0.16 0.85  -0.40
O 0.99 0.35 1.13  0.03
C -0.27 -0.82 -0.43  -0.19
C 0.31 0.10 -1.51  0.01
C 1.57 0.23 -1.96  0.00
C 2.25 -0.86 -1.37  0.14
N 1.95 -1.76 -0.63  0.18
C 0.65 -2.08 -0.15  -0.61
Br -0.02 -3.72 -1.02  0.77
H -2.00 1.17 0.87  0.11
H -0.85 -0.51 1.53  0.15
H 0.94 1.19 1.64  0.15
H -1.15 -1.22 -0.95  0.13
H -0.56 0.84 -1.85  0.20
H 1.90 1.02 -2.74  0.17
H 0.57 -2.45 0.84  0.08

Properties
* relative energy (zero: lowest compared OMol25 entry of this formula, charge and spin): 177.6 kJ/mol
* net charge: +1
* DFT total energy: -3011.66956 a.u.
* SMILES: OC(O)[C@H]1C=CC#[N+][C@@H]1Br
* multiplicity: 1



# C23H33N12O2W

C23H33N12O2W as an isolated structure (wB97M-V/def2-TZVPD, OMol25).

Each line ends with the Löwdin charge.
Cartesian coordinates (Å):
W 0.22 0.14 0.81  1.53
N -1.77 1.03 0.26  -0.06
C -2.22 2.00 1.29  -0.17
C -1.12 3.01 1.45  -0.15
N 0.17 2.31 1.77  -0.25
C 1.30 3.10 1.23  -0.16
C 1.35 2.98 -0.28  -0.17
N 1.30 1.52 -0.62  -0.06
C 0.28 2.23 3.26  -0.15
C 1.13 1.06 3.66  -0.18
N 0.53 -0.12 3.01  -0.08
H -1.82 1.48 -0.66  0.12
H -2.42 0.25 0.21  0.11
H -2.39 1.43 2.21  0.13
H -3.16 2.49 1.01  0.14
H -1.35 3.74 2.22  0.15
H -1.01 3.55 0.51  0.12
H 2.22 2.71 1.66  0.12
H 1.21 4.15 1.52  0.15
H 2.25 3.45 -0.67  0.14
H 0.50 3.47 -0.75  0.12
H 2.26 1.17 -0.60  0.08
H 1.00 1.43 -1.59  0.11
H -0.73 2.10 3.66  0.13
H 0.66 3.18 3.65  0.15
H 1.16 0.95 4.74  0.14
H 2.15 1.16 3.30  0.10
H -0.37 -0.34 3.43  0.12
H 1.10 -0.94 3.19  0.11
C -5.55 -6.51 -8.23  0.01
O -5.68 -5.67 -7.06  0.00
C -4.84 -5.76 -6.08  -0.23
C -3.72 -6.63 -6.07  0.03
C -2.91 -6.65 -4.97  0.05
C -3.18 -5.80 -3.86  -0.25
C -4.31 -4.93 -3.88  0.03
C -5.11 -4.91 -4.96  0.05
N -2.33 -5.92 -2.83  0.17
N -2.47 -5.33 -1.75  0.13
C -2.19 -4.31 -1.03  -0.15
C -2.77 -4.22 0.31  0.02
C -2.44 -3.22 1.15  0.03
C -1.49 -2.23 0.74  -0.33
O -1.05 -1.26 1.51  -0.22
C -0.90 -2.28 -0.51  -0.18
N 0.05 -1.31 -0.71  -0.07
C 0.73 -1.38 -1.90  -0.12
C 0.48 -2.32 -2.85  -0.02
C -0.51 -3.31 -2.64  0.04
C -1.20 -3.30 -1.46  -0.05
H -6.39 -6.24 -8.87  0.11
H -5.62 -7.55 -7.95  0.11
H -4.61 -6.29 -8.74  0.11
H -3.52 -7.28 -6.90  0.12
H -2.06 -7.31 -4.91  0.14
H -4.54 -4.32 -3.01  0.12
H -5.99 -4.28 -5.02  0.14
H -3.48 -4.99 0.60  0.13
H -2.87 -3.16 2.14  0.14
H 1.52 -0.66 -2.05  0.10
H 1.06 -2.32 -3.76  0.12
H -0.69 -4.07 -3.39  0.12
N 5.61 -0.36 1.66  0.18
N 4.34 -0.73 1.29  -0.25
N 4.02 -1.98 1.10  0.18
C 2.71 -1.90 0.90  -0.14
N 2.29 -0.63 0.97  -0.16
N 3.36 0.12 1.24  0.09
H 6.26 -1.09 1.39  0.13
H 5.85 0.54 1.25  0.12
H 2.08 -2.74 0.70  0.13

Properties
* relative energy (zero: lowest compared OMol25 entry of this formula, charge and spin): 2.9 kJ/mol
* net charge: +3
* DFT total energy: -1769.93302 a.u.
* multiplicity: 1



# C4H10IO3P

An isolated ion of composition C4H10IO3P and charge -2 at a distorted geometry (wB97M-V/def2-TZVPD, OMol25).

Each line ends with the Löwdin charge.
Cartesian coordinates (Å):
O 2.81 1.62 1.15  -0.26
C 2.32 1.14 0.11  -0.92
O 2.44 1.72 -1.02  -0.20
P 1.37 -0.55 0.29  0.15
I 3.09 -1.31 2.08  -0.03
C 0.08 -0.08 -1.04  -0.39
C -1.37 -0.62 -0.80  -0.27
C -2.19 0.12 0.31  -0.30
O -1.53 1.27 0.84  -0.10
H 2.24 -1.11 -0.73  -0.07
H 0.69 -1.85 0.43  -0.08
H 0.60 0.01 1.38  -0.06
H -0.01 1.01 -1.22  0.06
H 0.42 -0.51 -2.01  0.06
H -1.93 -0.45 -1.75  0.08
H -1.42 -1.72 -0.63  0.07
H -3.15 0.47 -0.14  0.09
H -2.47 -0.63 1.08  0.10
H -1.99 1.47 1.67  0.07

Properties
* relative energy (zero: lowest compared OMol25 entry of this formula, charge and spin): 96.9 kJ/mol
* net charge: -2
* DFT total energy: -1023.06032 a.u.
* multiplicity: 1



# C5H6N

C5H6N as an isolated structure at a distorted geometry (wB97M-V/def2-TZVPD, OMol25).

Each line ends with the Löwdin charge.
Cartesian coordinates (Å):
C -0.81 -0.15 -0.81  -0.07
C -1.05 -1.01 0.38  0.08
C 1.29 0.07 -0.03  0.02
C 0.41 0.57 -1.23  -0.02
C -0.06 0.07 0.58  -0.16
N -0.68 1.13 -0.36  0.21
H -1.98 -0.88 0.90  0.14
H -0.83 -2.06 0.37  0.14
H 1.74 -0.90 0.14  0.14
H 2.00 0.86 0.18  0.14
H 0.85 0.74 -2.17  0.15
H -0.88 1.56 2.05  0.24

Properties
* relative energy (zero: lowest compared OMol25 entry of this formula, charge and spin): 993.7 kJ/mol
* net charge: +1
* DFT total energy: -248.23721 a.u.
* multiplicity: 1



# C5H13NO

A 2-piece molecular cluster, C5H13NO overall at a distorted geometry (wB97M-V/def2-TZVPD, OMol25).

Each line ends with the Löwdin charge.
Cartesian coordinates (Å):
C 1.59 0.41 0.86  -0.07
N 1.97 -0.09 -0.24  -0.09
C 2.64 -1.41 -0.12  -0.09
H 1.69 -0.17 1.79  0.10
H 1.37 1.47 0.99  0.09
H 3.56 -1.26 0.43  0.08
H 2.81 -1.78 -1.12  0.08
H 1.97 -2.07 0.43  0.08
C -1.88 1.26 -1.26  -0.11
C -1.74 0.90 0.22  -0.25
C -1.39 -0.58 0.41  -0.31
O -0.37 -1.03 -0.43  -0.13
H -2.40 2.21 -1.40  0.07
H -2.34 0.43 -1.80  0.08
H -0.90 1.46 -1.71  0.07
H -0.98 1.55 0.68  0.08
H -2.63 1.14 0.80  0.10
H -1.16 -0.80 1.46  0.11
H -2.32 -1.14 0.23  0.11
H 0.50 -0.51 -0.24  0.00

Properties
* relative energy (zero: lowest compared OMol25 entry of this formula, charge and spin): 266.9 kJ/mol
* net charge: 0
* DFT total energy: -328.21717 a.u.
* SMILES: C=NC.CCCO
* multiplicity: 1



# C9H14O

A 2-piece molecular cluster, C9H14O overall at a distorted geometry (wB97M-V/def2-TZVPD, OMol25).

Each line ends with the Löwdin charge.
Cartesian coordinates (Å):
C 1.73 1.76 2.33  -0.07
C 0.93 0.58 1.85  -0.29
C 1.58 -0.54 1.36  -0.05
C 0.84 -1.58 0.79  -0.03
C -0.53 -1.49 0.75  -0.33
O -1.40 -2.54 0.54  0.02
C -1.21 -0.34 1.20  -0.02
C -0.44 0.72 1.63  -0.05
H 1.18 2.33 3.09  0.08
H 2.00 2.48 1.55  0.08
H 2.67 1.48 2.79  0.07
H 2.66 -0.51 1.35  0.11
H 1.35 -2.48 0.46  0.11
H -1.00 -3.22 -0.02  0.11
H -2.28 -0.37 1.12  0.11
H -0.92 1.69 1.63  0.11
C -1.44 -0.30 -2.95  -0.15
C -0.36 0.76 -2.64  -0.16
H -2.26 0.17 -3.48  0.05
H -1.01 -1.08 -3.56  0.05
H -1.86 -0.66 -2.01  0.05
H -0.86 1.72 -2.64  0.06
H 0.40 0.75 -3.43  0.06
H 0.21 0.66 -1.71  0.05

Properties
* relative energy (zero: lowest compared OMol25 entry of this formula, charge and spin): 58.1 kJ/mol
* net charge: 0
* DFT total energy: -426.55066 a.u.
* SMILES: Cc1ccc(O)cc1.CC
* multiplicity: 1



# CH6N2OS

A 2-piece molecular cluster, CH6N2OS overall at a distorted geometry (wB97M-V/def2-TZVPD, OMol25).

Each line ends with the Löwdin charge.
Cartesian coordinates (Å):
C -1.62 0.82 0.06  -0.27
N 2.01 -1.22 -0.34  -0.23
N -0.95 -0.31 0.49  -0.14
O 1.49 1.21 -0.37  -0.53
S 1.48 0.10 0.54  0.89
H -2.56 0.62 -0.40  0.06
H -1.73 1.48 0.93  0.08
H -1.19 1.23 -0.85  0.07
H 2.30 -1.11 -1.32  0.07
H 1.80 -2.14 -0.15  0.00
H -1.02 -0.69 1.41  0.00

Properties
* relative energy (zero: lowest compared OMol25 entry of this formula, charge and spin): 360.3 kJ/mol
* net charge: 0
* DFT total energy: -624.50978 a.u.
* multiplicity: 1



Question: What is the multiplicity in the eighth record?
Answer: 1